Formula: C32H28LuN5O7S2
Source: OMol25
Level of theory: wB97M-V/def2-TZVPD

Summary:
frontier orbital gap: 6.1 eV
lowest unoccupied orbital energy: -0.0738 Ha

```
! RIJCOSX wB97M-V def2-TZVPD def2/J DEFGRID3
* xyz 0 1
Lu 1.209 -1.026 0.259
N 5.449 8.523 -0.898
C 5.068 7.443 -0.946
C 4.635 6.086 -0.740
C 5.379 5.211 0.092
C 4.816 3.973 0.351
C 3.694 3.502 -0.248
C 3.046 4.384 -1.158
C 3.496 5.686 -1.350
C 3.091 2.226 0.037
C 3.885 1.018 0.277
C 5.268 0.883 0.148
C 5.626 -0.383 0.530
C 4.445 -1.034 0.913
N 3.373 -0.207 0.678
C 1.681 2.239 0.188
C 0.973 3.391 0.584
C -0.347 3.035 0.634
C -0.388 1.666 0.351
N 0.827 1.163 0.141
H 6.242 5.546 0.620
H 5.213 3.386 1.183
H 2.173 4.055 -1.652
H 2.918 6.389 -1.991
H 5.946 1.680 -0.144
H 6.648 -0.769 0.564
H 4.250 -2.066 1.235
H 1.384 4.392 0.771
H -1.149 3.648 0.937
H -1.254 1.031 0.294
C -6.376 0.030 -4.311
C -5.710 0.035 -2.965
C -6.321 -0.752 -1.983
C -5.975 -0.646 -0.690
C -4.961 0.225 -0.342
C -4.273 0.934 -1.327
C -4.650 0.880 -2.650
S -4.419 0.480 1.345
O -3.104 1.069 1.190
O -5.364 1.172 2.134
N -4.323 -0.970 2.024
C -3.399 -1.987 1.622
C -2.054 -1.972 2.409
C -0.950 -1.693 1.460
O 0.219 -1.896 1.959
O -1.016 -1.344 0.215
H -6.671 -0.939 -4.576
H -5.711 0.452 -5.046
H -7.273 0.639 -4.281
H -7.134 -1.382 -2.301
H -6.359 -1.289 0.055
H -3.467 1.619 -1.084
H -4.205 1.533 -3.433
H -4.897 -1.121 2.809
H -3.138 -1.872 0.587
H -3.861 -3.010 1.790
H -1.731 -2.893 2.897
H -2.038 -1.130 3.090
N 0.821 -2.266 -1.894
C 1.127 -3.407 -1.079
C 2.378 -3.361 -0.440
C 2.561 -4.070 0.747
C 1.501 -4.786 1.314
C 0.305 -4.948 0.602
C 0.095 -4.230 -0.576
S 1.515 -5.270 3.050
O 1.513 -3.999 3.727
O 2.753 -6.058 3.200
O 0.314 -6.045 3.220
H -0.098 -2.331 -2.279
H 1.497 -2.180 -2.668
H 3.147 -2.697 -0.743
H 3.481 -3.875 1.339
H -0.404 -5.582 1.158
H -0.941 -4.144 -0.936
*
```



Formula: C32H29BEuF2N8O3S2
Source: OMol25
Level of theory: wB97M-V/def2-TZVPD

Summary:
frontier orbital gap (alpha / beta): 3.6 / 5.2 eV
lowest unoccupied orbital energy (alpha / beta): 0.1555 / 0.1554 Ha

```
! RIJCOSX wB97M-V def2-TZVPD def2/J DEFGRID3
* xyz -2 8
Eu 0.012 -0.130 -0.944
O -4.314 0.876 -1.101
C -3.094 0.928 -0.920
N -2.272 -0.008 -0.403
C -2.749 -1.244 0.040
C -4.077 -1.674 -0.069
C -4.478 -2.927 0.354
C -3.567 -3.795 0.926
C -2.252 -3.394 1.076
C -1.812 -2.145 0.640
N -0.454 -1.775 0.690
C 0.364 -2.310 1.597
O 0.114 -3.017 2.581
C 1.826 -1.981 1.357
C 2.784 -2.834 1.913
C 4.120 -2.611 1.663
C 4.474 -1.502 0.906
C 3.464 -0.687 0.429
N 2.168 -0.916 0.623
C -2.382 2.229 -1.286
C -3.280 3.402 -1.310
C -2.956 4.566 -0.738
C -1.771 4.640 0.081
C -0.913 3.611 0.133
N -1.018 2.450 -0.625
H -4.805 -1.007 -0.500
H -5.515 -3.221 0.239
H -3.876 -4.776 1.262
H -1.541 -4.056 1.542
H 2.443 -3.667 2.505
H 4.878 -3.279 2.048
H 5.508 -1.272 0.695
H 3.713 0.200 -0.144
H -4.220 3.249 -1.822
H -3.589 5.441 -0.814
H -1.624 5.503 0.713
H -0.071 3.642 0.819
O 1.860 -0.289 -2.445
N 2.963 -0.967 -2.569
C 4.082 -0.339 -2.954
C 5.278 -0.996 -3.110
C 5.326 -2.370 -2.874
C 4.181 -3.008 -2.468
C 2.980 -2.309 -2.276
S 1.576 -3.010 -1.642
H 3.972 0.721 -3.126
H 6.157 -0.453 -3.414
H 6.248 -2.921 -2.995
H 4.165 -4.065 -2.260
C 3.118 4.100 0.200
C 2.678 3.352 1.282
C 1.939 2.204 1.043
N 1.644 1.766 -0.180
C 2.083 2.483 -1.218
C 2.816 3.648 -1.075
H 3.686 5.008 0.344
H 2.900 3.652 2.294
H 1.579 1.594 1.865
H 1.847 2.092 -2.200
H 3.146 4.186 -1.950
C -4.054 -3.413 -3.668
N -2.685 -3.803 -3.798
C -2.297 -5.129 -4.221
C -0.774 -5.130 -3.999
N -0.483 -3.728 -3.784
C -1.613 -3.028 -3.540
S -1.676 -1.426 -3.124
H -4.549 -3.397 -4.644
H -4.080 -2.414 -3.236
H -4.580 -4.104 -3.004
H -2.553 -5.283 -5.278
H -2.814 -5.887 -3.625
H -0.224 -5.489 -4.872
H -0.486 -5.734 -3.134
H 0.366 -3.445 -3.285
F -0.341 1.235 -2.659
B -1.070 2.386 -2.126
F -0.756 3.476 -2.914
*
```



Formula: C32H29BN5OS5Sn
Source: OMol25
Level of theory: wB97M-V/def2-TZVPD

Summary:
frontier orbital gap (alpha / beta): 3.9 / 5.4 eV
lowest unoccupied orbital energy (alpha / beta): 0.1406 / 0.1406 Ha

```
! RIJCOSX wB97M-V def2-TZVPD def2/J DEFGRID3
* xyz -2 2
Sn -0.887 -0.112 0.022
S -3.554 -0.463 2.049
C -4.571 -0.439 0.648
C -5.624 -1.367 0.495
C -6.488 -1.346 -0.580
C -6.361 -0.381 -1.576
C -5.329 0.536 -1.468
C -4.442 0.503 -0.394
S -3.082 1.641 -0.550
C -3.155 2.707 0.904
C -2.236 2.452 2.071
C -2.654 2.876 3.334
C -1.755 2.842 4.374
C -0.455 2.425 4.127
C -0.118 2.023 2.843
C 1.320 1.712 2.530
S 1.598 0.074 1.778
C 2.873 0.487 0.612
C 4.171 0.592 1.112
C 5.231 0.952 0.303
C 4.981 1.197 -1.042
C 3.705 1.071 -1.548
C 2.606 0.711 -0.747
S 1.068 0.589 -1.601
N -1.008 2.006 1.846
H -5.728 -2.122 1.264
H -7.270 -2.096 -0.647
H -7.037 -0.355 -2.422
H -5.182 1.283 -2.239
H -4.189 2.768 1.237
H -2.858 3.689 0.521
H -3.672 3.212 3.475
H -2.053 3.149 5.370
H 0.297 2.425 4.905
H 1.906 1.778 3.446
H 1.686 2.463 1.826
H 4.331 0.384 2.163
H 6.227 1.053 0.716
H 5.786 1.500 -1.702
H 3.519 1.265 -2.597
B 2.611 5.200 0.789
C 1.270 4.490 0.271
N 0.288 3.965 -0.044
H 2.339 6.345 1.116
H 3.445 5.191 -0.099
H 3.015 4.569 1.759
N 1.294 -2.704 -2.326
C 1.882 -3.016 -1.149
N 1.332 -2.837 0.007
C 2.133 -3.354 1.009
C 1.806 -3.362 2.364
C 2.701 -3.906 3.267
C 3.920 -4.441 2.844
C 4.255 -4.448 1.500
C 3.353 -3.908 0.594
S 3.466 -3.793 -1.139
H 0.555 -2.012 -2.255
H 1.892 -2.547 -3.121
H 0.864 -2.936 2.680
H 2.450 -3.910 4.321
H 4.608 -4.856 3.570
H 5.201 -4.856 1.165
O -1.926 -0.994 -1.731
N -1.625 -1.175 -3.042
C -1.722 -2.445 -3.575
C -1.430 -2.664 -4.885
C -1.028 -1.606 -5.741
C -0.986 -0.311 -5.160
C -1.286 -0.107 -3.850
H -2.022 -3.202 -2.868
H -1.507 -3.682 -5.249
H -0.793 -1.773 -6.781
H -0.701 0.555 -5.745
H -1.247 0.850 -3.353
*
```